Record 1
This record from the Open Molecules 2025 dataset describes the molecule C2H4N2O2 in a non-equilibrium geometry. The level of theory is the ωB97M-V functional and the def2-TZVPD basis.

Output
ΔE to the lowest compared entry with this formula, charge and spin, eV: 4.919
Energy, hartree: -338.4724
Gap between HOMO and LUMO, hartree: 0.390
SMILES: [H]/N=C\NOC=O
LUMO level, eV: 0.5
HOMO energy, eV: -10.14

Element x y z (Å)
O 0.487 0.521 -0.605
O 1.734 -0.429 0.848
N -2.083 0.674 0.487
N -0.332 -0.703 -0.690
C -1.658 -0.473 0.046
C 1.689 0.360 -0.127
H -2.272 -1.472 0.068
H 2.309 1.303 -0.518
H -1.452 1.490 0.527
H 0.366 -1.171 -0.116

And the natural (NBO) charges, in e, turn out to be:
1. O -0.40
2. O -0.60
3. N -0.65
4. N -0.33
5. C 0.24
6. C 0.61
7. H 0.20
8. H 0.18
9. H 0.37
10. H 0.38

---

Record 2
This record from the Open Molecules 2025 dataset describes the molecule C2H4N2O2 in a non-equilibrium geometry. The level of theory is the ωB97M-V functional and the def2-TZVPD basis.

Output
ΔE to the lowest compared entry with this formula, charge and spin, eV: 6.601
Energy, hartree: -338.4106
Gap between HOMO and LUMO, hartree: 0.365
SMILES: C1=NOCON1
LUMO level, eV: 0.7
HOMO energy, eV: -9.26

Element x y z (Å)
O 1.344 -0.590 -0.654
O -0.949 -0.720 -0.631
N -1.081 0.582 -0.412
N 1.386 0.691 -0.278
C 0.257 -1.126 0.129
C 0.237 1.210 -0.267
H 0.144 -2.241 0.218
H 0.327 -0.756 1.269
H 0.239 2.153 0.288
H -1.904 0.797 0.337

And the natural (NBO) charges, in e, turn out to be:
1. O -0.36
2. O -0.37
3. N -0.34
4. N -0.16
5. C 0.13
6. C 0.15
7. H 0.20
8. H 0.18
9. H 0.20
10. H 0.37

---

Record 3
This record from the Open Molecules 2025 dataset describes the molecule C2H4N2O2 in a non-equilibrium geometry. The level of theory is the ωB97M-V functional and the def2-TZVPD basis.

Output
ΔE to the lowest compared entry with this formula, charge and spin, eV: 5.579
Energy, hartree: -338.4482
Gap between HOMO and LUMO, hartree: 0.370
SMILES: O/N=C\C=N\O
LUMO level, eV: 0.5
HOMO energy, eV: -9.58

Element x y z (Å)
O 1.531 0.679 0.774
O -0.993 0.347 -2.157
N -0.393 -0.301 -1.117
N 0.984 -0.408 1.505
C -0.879 -0.045 0.044
C -0.260 -0.641 1.163
H 2.439 0.668 1.008
H -1.889 0.409 0.208
H -1.423 1.156 -1.866
H -0.736 -1.360 1.764

And the natural (NBO) charges, in e, turn out to be:
1. O -0.57
2. O -0.53
3. N -0.03
4. N -0.07
5. C -0.08
6. C -0.03
7. H 0.48
8. H 0.18
9. H 0.45
10. H 0.21

---

The lowest gap between HOMO and LUMO belongs to which entry?
number 2

---

Please write out number 1 again, unchanged.
This record from the Open Molecules 2025 dataset describes the molecule C2H4N2O2 in a non-equilibrium geometry. The level of theory is the ωB97M-V functional and the def2-TZVPD basis.

Output
ΔE to the lowest compared entry with this formula, charge and spin, eV: 4.919
Energy, hartree: -338.4724
Gap between HOMO and LUMO, hartree: 0.390
SMILES: [H]/N=C\NOC=O
LUMO level, eV: 0.5
HOMO energy, eV: -10.14

Element x y z (Å)
O 0.487 0.521 -0.605
O 1.734 -0.429 0.848
N -2.083 0.674 0.487
N -0.332 -0.703 -0.690
C -1.658 -0.473 0.046
C 1.689 0.360 -0.127
H -2.272 -1.472 0.068
H 2.309 1.303 -0.518
H -1.452 1.490 0.527
H 0.366 -1.171 -0.116

And the natural (NBO) charges, in e, turn out to be:
1. O -0.40
2. O -0.60
3. N -0.65
4. N -0.33
5. C 0.24
6. C 0.61
7. H 0.20
8. H 0.18
9. H 0.37
10. H 0.38